{
  "formula": "C3H4O2",
  "method": "ωB97M-V/def2-TZVPD",
  "elements": ["C", "C", "C", "O", "O", "H", "H", "H", "H"],
  "positions_angstrom": [[2.061300, -1.202843, -0.675066], [-0.202581, 0.905907, 0.014326], [-1.091631, -0.114056, 0.528324], [0.047584, 1.077728, -1.157830], [2.639067, -0.500729, -1.336069], [0.348447, 1.475073, 0.704197], [-1.451988, -0.742806, -0.347677], [-1.934866, -0.095609, 1.180499], [-0.415329, -0.802664, 1.089296]],
  "forces_ev_per_a": [[0.1, 0.1, -0.1], [-0.2, 0.8, -1.5], [-0.2, -4.1, -1.2], [-0.4, -0.2, 0.1], [0.0, -0.2, 0.1], [0.8, 1.1, 1.5], [0.5, 0.8, 0.9], [-0.5, 1.4, 0.6], [-0.1, 0.3, -0.3]],
  "e_tot_ev": -7269.521,
  "lumo_energy_ev": 1.03,
  "e_homo_ev": -10.12,
  "de_lowest_kcal_mol": 26.9,
  "homo_lumo_gap_ha": 0.4099
}

=====

{
  "formula": "C3H4O2",
  "method": "ωB97M-V/def2-TZVPD",
  "elements": ["O", "C", "C", "O", "C", "H", "H", "H", "H"],
  "positions_angstrom": [[-1.536847, 0.251323, 0.340720], [-0.216971, 0.432385, 0.679039], [0.458434, 0.069681, -0.782206], [1.697610, -0.446006, -0.249564], [0.486470, -0.791026, 0.380091], [-1.357465, -0.202788, -0.544077], [0.061641, 1.314984, 1.248395], [0.368494, 1.025001, -1.254318], [0.109326, -1.795436, 0.489584]],
  "forces_ev_per_a": [[-0.1, 0.0, -0.4], [0.4, 0.1, -0.3], [0.6, 0.7, 0.2], [0.5, 0.3, 0.7], [-0.3, -0.6, -0.1], [-1.3, 0.3, 0.8], [0.1, -0.4, 0.0], [-0.1, -0.2, -0.8], [0.2, -0.3, -0.1]],
  "smiles": "O[C@@H]1[C@H]2O[C@@H]12",
  "e_tot_ev": -7265.152,
  "lumo_energy_ev": 1.07,
  "e_homo_ev": -8.91,
  "de_lowest_kcal_mol": 127.6,
  "homo_lumo_gap_ha": 0.3666
}

=====

{
  "formula": "C3H4O2",
  "method": "ωB97M-V/def2-TZVPD",
  "elements": ["C", "C", "O", "C", "O", "H", "H", "H", "H"],
  "positions_angstrom": [[-0.320508, -1.579223, -0.691089], [0.014173, -0.292448, -0.537390], [0.361422, 0.099217, 0.685960], [0.337859, 1.427272, 0.986710], [0.131914, 2.327588, 0.226734], [-0.820289, -1.856749, -1.655527], [-0.110732, -2.250094, 0.124404], [-0.046973, 0.602432, -1.221782], [0.453134, 1.522005, 2.081980]],
  "forces_ev_per_a": [[-0.2, 1.3, -1.8], [-1.2, 0.0, -2.0], [1.1, 1.1, 2.3], [-0.4, -0.1, 0.3], [0.2, -0.4, 0.1], [0.9, -0.1, 1.2], [-0.4, -0.3, 0.0], [-0.2, -1.6, 0.3], [0.2, 0.1, -0.4]],
  "smiles": "C=COC=O",
  "e_tot_ev": -7269.590,
  "lumo_energy_ev": 1.02,
  "e_homo_ev": -9.57,
  "de_lowest_kcal_mol": 25.3,
  "homo_lumo_gap_ha": 0.3892
}

=====

{
  "formula": "C3H4O2",
  "method": "ωB97M-V/def2-TZVPD",
  "elements": ["C", "C", "C", "O", "O", "H", "H", "H", "H"],
  "positions_angstrom": [[-2.119213, 0.081046, -0.498347], [-1.304593, -0.896584, -0.242702], [0.803198, -0.294144, 0.370886], [-2.382901, 0.363586, 0.730517], [-0.244022, -1.289601, 0.239027], [-2.545585, 0.326246, -1.457047], [1.738647, -0.556140, 0.885882], [0.354331, 0.666494, 0.827600], [1.092974, -0.181582, -0.727489]],
  "forces_ev_per_a": [[-0.3, 0.8, 0.5], [-0.3, -2.1, -0.9], [0.5, 2.6, -1.8], [-1.0, 1.1, -0.3], [2.1, -1.3, 1.6], [-0.6, 0.7, -0.1], [-0.9, -0.7, 0.2], [0.7, -1.6, -0.9], [-0.1, 0.6, 1.5]],
  "e_tot_ev": -7265.623,
  "lumo_energy_ev": 0.56,
  "e_homo_ev": -8.13,
  "de_lowest_kcal_mol": 116.7,
  "homo_lumo_gap_ha": 0.3196
}

=====

{
  "formula": "C3H4O2",
  "method": "ωB97M-V/def2-TZVPD",
  "elements": ["C", "C", "C", "O", "O", "H", "H", "H", "H"],
  "positions_angstrom": [[-0.611662, 0.718555, -0.180072], [-1.211550, -0.313763, 0.411816], [0.372582, -0.262294, -0.717328], [-0.298607, -1.293022, -0.043463], [2.010580, -0.070763, 0.280018], [-0.547503, 1.742229, -0.290708], [-2.132934, -0.367883, 1.019471], [0.670363, -0.409001, -1.672747], [2.503876, -0.790730, -0.125265]],
  "forces_ev_per_a": [[1.2, -1.4, -0.5], [-0.1, 1.4, -0.2], [1.9, 1.0, 6.0], [-0.8, -1.2, 0.1], [-3.7, -0.1, -2.4], [-0.6, 1.8, 0.2], [0.9, -0.9, -0.4], [1.0, -0.6, -2.8], [0.1, -0.2, -0.1]],
  "e_tot_ev": -7266.205,
  "lumo_energy_ev": 0.30,
  "e_homo_ev": -9.72,
  "de_lowest_kcal_mol": 103.3,
  "homo_lumo_gap_ha": 0.3682
}

=====

{
  "formula": "C3H4O2",
  "method": "ωB97M-V/def2-TZVPD",
  "elements": ["C", "C", "C", "O", "O", "H", "H", "H", "H"],
  "positions_angstrom": [[-0.763888, -0.194492, 0.049771], [-0.315806, 0.681707, -1.063647], [0.600958, 0.120440, 0.640312], [0.858255, 1.051384, -0.489074], [1.579505, -0.828462, 0.702434], [-1.367293, -0.984890, 0.225719], [-0.703187, 1.256160, -1.967438], [0.660562, 0.796981, 1.418732], [1.388373, -1.653907, 0.198070]],
  "forces_ev_per_a": [[4.0, 4.6, -4.3], [-2.0, -1.6, 3.6], [-0.4, -0.9, -2.5], [0.0, 0.1, -1.3], [0.2, -1.1, 0.4], [-2.1, -2.0, 0.3], [0.5, -1.2, 1.3], [0.1, 0.8, 2.3], [-0.2, 1.3, 0.3]],
  "e_tot_ev": -7267.671,
  "lumo_energy_ev": 0.87,
  "e_homo_ev": -8.64,
  "de_lowest_kcal_mol": 69.5,
  "homo_lumo_gap_ha": 0.3498
}